238
Properties=species:S:1:pos:R:3:forces:R:3:mulliken_charge:R:1 method="wB97M-V/def2-TZVPD" spin_multiplicity=1 homo_energy_ev=-8.820 total_charge=0 lumo_energy_ev=0.47 max_force_ev_per_a=3.061 homo_lumo_gap_ev=9.29
C -4.28258 3.74783 0.02090 0.3 1.1 0.2 -1.105
C -3.76443 5.10706 0.65120 -0.8 -1.3 1.3 0.261
C -3.58156 4.99335 2.24622 0.8 -2.0 -1.4 -1.098
O -2.50189 4.03671 2.45862 0.1 0.7 0.5 0.203
C -2.40191 3.65703 3.84365 -1.3 -0.2 -1.2 -0.761
N -2.52285 5.44501 -0.00934 0.4 -0.2 0.0 -0.430
H -5.34536 3.59018 0.20461 0.2 -0.4 0.7 0.597
H -3.60319 2.94418 0.30493 -0.4 -0.3 0.4 -0.188
H -4.27075 3.74771 -1.06903 0.4 0.6 -0.1 0.470
H -4.57851 5.81262 0.48520 0.3 0.5 -0.1 0.311
H -4.45036 4.51148 2.69464 -0.5 0.4 0.0 0.625
H -3.29712 5.90112 2.77834 -0.3 0.4 -0.3 0.301
H -3.36681 3.21522 4.09238 -0.1 -0.6 0.3 0.321
H -2.35711 4.49500 4.53929 0.8 0.3 -0.1 0.380
H -1.62036 2.90113 3.92051 0.1 0.4 0.2 -0.046
H -1.86006 5.84543 0.63910 -0.1 0.8 0.4 0.215
H -2.06996 4.54749 -0.10648 0.2 -0.4 -0.7 -0.112
C -0.08300 -1.05163 0.51873 0.6 1.2 0.4 -0.112
C -0.61553 0.14044 1.36974 -0.6 -0.3 -1.8 1.620
C -0.13003 1.50144 0.86494 0.9 0.1 -0.1 0.481
O 1.32268 1.61793 0.97220 -0.9 1.2 0.2 1.132
C 1.75699 2.97590 0.68611 0.4 -0.9 -0.1 -0.331
N -2.09093 0.10768 1.10783 0.7 0.8 1.2 0.685
H -0.18356 -2.04641 0.95280 0.0 0.2 0.3 -0.572
H 0.97068 -0.83296 0.34542 0.2 -0.4 -0.1 -0.157
H -0.60647 -1.03709 -0.43723 0.0 0.1 -0.1 -0.046
H -0.27511 0.13162 2.40518 -0.3 -0.5 0.3 -0.347
H -0.63539 2.26893 1.45118 0.1 0.3 0.4 -0.118
H -0.44021 1.72357 -0.15611 0.0 -0.4 -0.4 -1.270
H 1.62286 3.18691 -0.37483 -0.4 0.3 0.0 -0.127
H 2.83065 3.07333 0.84694 0.2 -0.6 0.1 0.245
H 1.36186 3.75220 1.34134 -0.8 -0.2 -0.1 0.147
H -2.55209 0.85614 1.60507 0.1 1.1 -0.1 0.081
H -2.50274 -0.61517 1.68056 0.0 -1.2 0.0 -0.546
C -5.54491 -0.04635 -1.22871 -1.2 1.4 0.3 -1.545
C -4.25602 -0.58533 -1.75290 -1.0 -1.5 0.2 0.518
C -3.28768 0.48058 -2.18926 -0.5 0.8 0.5 -0.292
O -2.19085 -0.04643 -2.86850 -1.1 -2.0 0.3 -0.305
C -1.29866 0.89892 -3.27484 0.3 1.1 -0.3 -0.508
N -3.58887 -1.56856 -0.86105 -0.7 0.4 -1.1 0.132
H -5.45376 0.82524 -0.58055 0.2 0.1 0.3 0.089
H -6.23374 -0.73975 -0.74620 0.6 -0.4 0.2 0.269
H -6.13270 0.28693 -2.08400 0.0 0.3 -0.2 0.532
H -4.67416 -1.19273 -2.55560 0.8 -0.1 -0.8 0.204
H -2.97484 0.99463 -1.28042 0.4 0.0 0.4 -0.126
H -3.75762 1.28903 -2.74932 -0.3 -0.1 -0.6 0.648
H -0.60074 0.42557 -3.96545 0.1 0.3 0.2 0.065
H -0.82095 1.37968 -2.42116 0.5 -0.2 0.1 0.080
H -1.83797 1.71802 -3.75057 0.1 0.2 -0.5 0.496
H -2.90482 -1.82499 -1.55848 1.0 -0.8 0.6 0.253
H -3.11357 -1.00973 -0.16686 0.5 0.0 0.3 -0.258
C 1.98985 6.76841 -0.19445 -0.8 0.6 1.3 -0.905
C 2.19972 7.49233 1.20547 0.0 -0.3 -1.8 0.142
C 0.90095 8.15858 1.86517 2.3 -0.7 -1.8 -1.024
O 0.06736 7.14828 2.34805 0.6 0.2 1.2 -0.056
C -0.79460 7.71290 3.29561 -2.2 -0.7 0.2 -0.854
N 2.79796 6.56808 2.16753 -1.1 1.0 0.6 -0.562
H 2.91509 6.43834 -0.66677 0.2 0.5 0.1 0.278
H 1.41149 7.43414 -0.83507 0.2 -0.1 -0.4 0.472
H 1.42182 5.84693 -0.06670 -0.3 0.0 0.2 -0.064
H 2.87951 8.32149 1.00933 0.1 0.2 0.0 0.367
H 0.35840 8.78475 1.15689 0.0 0.0 -0.4 0.463
H 1.32371 8.84788 2.59609 -0.3 -0.3 0.7 0.482
H -0.41654 8.27614 4.14879 0.9 0.4 -0.5 0.362
H -1.39432 6.95647 3.80182 0.3 -0.7 -0.3 0.050
H -1.55348 8.26229 2.73850 0.0 0.7 0.2 0.405
H 3.34010 5.80466 1.78887 -0.1 0.0 -0.3 0.201
H 1.91593 6.22995 2.52501 0.4 -1.2 0.9 0.199
C 3.12146 -4.98061 -0.53438 -0.5 0.3 -0.3 -0.992
C 4.59778 -4.62702 -0.33492 0.0 1.2 -0.7 0.345
C 4.92613 -3.03972 -0.54772 0.6 -1.0 -0.2 0.166
O 6.32997 -2.70041 -0.30224 -0.7 -1.9 0.7 -0.449
C 6.68935 -1.39844 -0.62442 -0.6 0.5 -1.3 -0.577
N 4.93590 -5.05496 0.97058 0.9 0.0 1.4 -0.725
H 2.73016 -4.63434 -1.49097 -0.2 0.2 0.1 0.353
H 2.50550 -4.64303 0.29913 0.0 1.1 0.0 -0.201
H 2.81704 -6.02248 -0.43471 1.1 -0.5 -0.5 0.396
H 5.24629 -5.22574 -0.97451 -0.1 0.3 -0.6 0.365
H 4.33107 -2.45747 0.15582 -0.3 0.0 0.0 -0.268
H 4.69954 -2.75358 -1.57479 -0.2 0.1 -0.1 0.376
H 5.95213 -0.68294 -0.26018 0.1 0.3 0.5 0.138
H 6.67538 -1.27702 -1.70755 -0.1 0.1 -0.4 0.295
H 7.71325 -1.13422 -0.36004 -0.2 -0.4 0.7 0.310
H 5.89503 -4.76941 1.10707 0.4 -0.2 0.4 0.345
H 4.41928 -4.49534 1.63392 -0.3 0.1 0.3 0.118
C 1.84894 3.18495 4.19003 -1.6 0.1 -1.0 -0.407
C 3.07350 3.00556 5.05772 -1.0 -1.0 -2.6 0.181
C 4.30705 2.71701 4.19132 0.4 -0.3 -0.2 -0.475
O 4.69751 3.78302 3.30675 -1.3 0.5 0.9 -0.273
C 5.72925 3.40410 2.46078 -0.2 -0.7 -0.8 -0.689
N 3.21769 4.15265 5.81765 0.9 1.8 2.0 -0.774
H 1.88696 3.99677 3.46367 0.6 0.2 0.1 -0.449
H 0.95486 3.43770 4.75998 0.2 0.0 0.6 0.454
H 1.50834 2.33128 3.60409 0.5 -0.5 0.0 0.016
H 2.80723 2.17549 5.71208 0.6 -0.4 0.0 0.467
H 4.10001 1.82722 3.59676 0.2 -0.3 -0.1 0.118
H 5.18318 2.56768 4.82235 0.1 -0.5 0.3 0.484
H 5.96879 4.19204 1.74674 0.1 0.3 0.4 0.221
H 5.37375 2.58096 1.84097 0.1 -0.4 -0.2 0.193
H 6.61320 3.05006 2.99124 0.2 0.2 0.1 0.355
H 3.62728 4.86806 5.23412 -0.1 0.5 -0.2 0.347
H 3.95173 3.92718 6.47374 0.2 0.4 0.6 0.285
C 0.67636 -4.42892 3.42912 -0.2 1.0 -0.3 -1.218
C 2.19007 -4.38382 3.55507 -0.4 0.6 -0.1 1.370
C 2.73517 -2.94599 3.90941 0.5 -1.2 -1.7 -1.092
O 2.32387 -2.07946 2.86342 0.4 0.5 0.3 0.093
C 3.17640 -0.92548 2.61693 -1.8 -0.8 0.4 -1.201
N 2.64553 -5.32514 4.53635 0.6 -0.4 0.8 -0.865
H 0.38006 -4.01294 2.46617 0.0 0.4 0.0 -0.250
H 0.30394 -3.78183 4.22327 -0.5 -0.2 0.0 0.269
H 0.16233 -5.39001 3.44242 0.5 -0.3 0.4 0.583
H 2.64412 -4.72735 2.62559 -0.1 0.8 -0.6 -0.283
H 3.81954 -3.04002 3.85122 0.5 -0.1 0.1 0.441
H 2.55927 -2.57853 4.92042 -0.8 -0.1 0.1 0.317
H 3.31431 -0.35594 3.53601 0.3 -0.1 0.2 0.522
H 2.52272 -0.32179 1.98736 0.6 0.2 -0.3 0.134
H 4.11495 -1.22370 2.14973 0.1 0.1 0.0 0.307
H 3.64010 -5.37234 4.36689 0.5 -0.2 0.5 0.319
H 2.33086 -6.23696 4.23690 -0.3 -0.3 0.2 0.308
C 0.33437 -9.42758 -4.63001 -0.4 0.8 1.8 -1.375
C -0.12501 -8.06407 -5.20843 0.6 -0.2 0.0 0.805
C 0.41410 -6.79827 -4.48823 1.8 0.0 0.1 -0.798
O -0.10824 -5.54138 -4.93926 -1.5 -1.2 0.8 -0.366
C -1.29624 -5.19486 -4.19093 0.7 0.7 -0.7 -0.813
N 0.29974 -8.08146 -6.58052 -1.1 0.6 -0.9 -0.798
H -0.44211 -9.87799 -4.01170 -0.1 0.1 0.2 0.259
H 1.14626 -9.16481 -3.95187 0.3 -0.4 0.2 0.317
H 0.67264 -10.25473 -5.25411 -0.1 0.7 -0.7 0.415
H -1.19649 -7.86873 -5.16524 -0.4 -0.8 -0.3 0.269
H 1.47431 -6.66510 -4.70347 0.3 -0.5 -0.4 0.326
H 0.45081 -6.89306 -3.40298 -0.8 0.1 0.4 0.259
H -2.11950 -5.90664 -4.25184 0.2 -0.4 0.0 0.316
H -1.67012 -4.27266 -4.63574 0.1 0.1 0.1 0.399
H -1.01151 -4.99806 -3.15734 -0.1 -0.2 0.1 0.255
H 1.29424 -8.21629 -6.69411 0.1 0.2 0.2 0.248
H 0.02105 -7.17050 -6.91605 0.4 0.2 -0.8 0.286
C -2.20324 -0.53631 4.48970 0.0 -0.7 0.7 -0.892
C -3.36627 -1.48913 4.19461 -0.1 1.2 -0.2 0.379
C -4.75927 -0.76336 4.32996 0.3 -0.2 0.5 -0.720
O -4.93459 -0.20155 5.62620 0.5 0.6 0.6 -0.380
C -6.26078 0.19249 6.01288 0.6 -1.3 -0.6 -0.795
N -3.22003 -1.98876 2.81470 -0.6 -0.4 0.4 -0.469
H -2.17239 -0.45218 5.57601 -0.2 0.9 0.0 0.647
H -2.24533 0.40156 3.93586 -0.2 0.1 0.3 -0.176
H -1.22758 -0.97841 4.28786 0.0 -0.3 -0.4 0.050
H -3.33501 -2.26687 4.95766 -0.1 -0.3 0.0 0.614
H -5.54236 -1.50707 4.18244 -0.2 -0.1 -0.4 0.440
H -4.85287 0.05395 3.61489 0.1 -0.1 -0.5 0.256
H -6.77014 0.82701 5.28760 0.2 0.2 -0.1 0.293
H -6.23992 0.66101 6.99683 0.3 0.1 -0.2 0.264
H -6.81795 -0.74085 6.09376 -0.5 0.0 0.1 0.327
H -3.90009 -2.71925 2.65974 -0.7 -0.1 -0.1 0.220
H -2.36552 -2.51642 2.70748 0.6 0.2 0.3 -0.437
C 4.51025 4.43894 -2.70179 0.2 -0.1 0.5 -1.554
C 5.11603 5.77381 -3.20607 0.8 -2.2 -0.5 0.682
C 6.53556 5.99722 -2.61572 0.4 -1.4 -0.1 -0.996
O 7.39296 4.84088 -2.79298 -0.5 0.4 -0.4 -0.315
C 8.59348 4.88364 -2.04632 -0.2 -0.4 -0.1 -0.713
N 5.08642 5.66441 -4.68087 0.6 1.4 -0.2 -0.746
H 3.58083 4.10154 -3.16053 -0.3 0.8 0.0 0.190
H 4.41359 4.39425 -1.61701 -0.2 0.2 0.1 0.222
H 5.15672 3.59321 -2.93612 0.6 0.3 -0.1 0.693
H 4.56381 6.67824 -2.95082 -0.4 -0.2 0.1 0.288
H 6.49176 6.14847 -1.53715 -0.2 0.5 0.1 0.408
H 7.01236 6.82335 -3.14323 0.0 0.4 0.2 0.416
H 8.40784 4.67133 -0.99344 -0.1 0.3 0.3 0.233
H 9.15393 5.81300 -2.14772 -0.1 0.2 -0.1 0.307
H 9.23475 4.06935 -2.38367 -0.1 0.0 -0.3 0.257
H 5.66862 6.42835 -4.99317 -0.3 0.9 -0.4 0.278
H 5.63839 4.94238 -5.12143 -0.1 -1.1 0.8 0.276
C -1.95673 -4.99104 0.76900 -0.2 -0.7 -0.3 -1.206
C -2.69287 -5.31308 -0.58360 0.3 -0.4 1.6 1.406
C -2.76013 -6.79276 -0.89757 1.9 -0.6 -0.4 -1.205
O -1.39219 -7.25475 -0.95424 0.6 3.0 0.4 -0.109
C -1.18128 -8.48779 -1.50736 -2.1 -0.8 0.1 -0.917
N -4.06298 -4.79224 -0.48124 0.9 0.0 0.2 -0.099
H -1.85144 -3.91500 0.90742 -0.2 0.1 -0.1 -0.272
H -0.96882 -5.42711 0.91726 0.2 0.0 -0.8 0.669
H -2.47355 -5.41919 1.62788 -0.6 0.2 0.0 0.295
H -2.17355 -4.76583 -1.37032 0.3 -0.3 -0.2 -0.284
H -3.22989 -6.95572 -1.86755 -0.1 0.0 -0.3 0.496
H -3.29513 -7.41622 -0.18121 -0.3 0.3 0.4 0.464
H -0.14142 -8.80324 -1.59275 -0.1 0.3 0.3 0.223
H -1.68155 -8.51830 -2.47529 0.2 -0.3 -0.5 0.299
H -1.80934 -9.07258 -0.83530 0.5 -1.6 -0.2 0.432
H -4.45259 -4.82290 -1.41256 -0.3 0.1 -0.2 0.334
H -3.80431 -3.82633 -0.33910 -1.1 1.0 0.0 -0.519
C 0.55275 4.38696 -4.71090 1.1 -0.5 -1.5 -1.778
C 0.22540 4.91987 -3.38336 0.4 -0.2 1.7 1.556
C -0.72921 6.09888 -3.48709 0.1 -0.4 0.8 -0.739
O 0.02161 7.12572 -4.08992 0.4 0.8 1.0 -0.332
C -0.55897 8.43432 -4.11967 -0.5 -1.1 -1.8 -0.907
N -0.24046 3.80868 -2.53396 -0.8 0.2 -0.3 0.401
H -0.33422 4.04329 -5.24314 0.0 0.2 -0.2 0.363
H 1.25553 3.55431 -4.68121 -0.2 -0.4 0.4 0.259
H 1.14760 5.10657 -5.27342 -0.6 0.3 -0.3 0.440
H 1.13608 5.30990 -2.92879 0.3 0.4 -0.1 -0.345
H -1.07469 6.37235 -2.49011 0.0 0.2 0.2 0.353
H -1.61395 5.78642 -4.04180 -0.2 0.2 -0.4 0.428
H -1.39100 8.25105 -4.79955 -0.4 0.9 -0.2 0.365
H 0.17277 9.07084 -4.61716 -0.1 0.0 0.1 0.278
H -0.97383 8.95398 -3.25599 0.4 -0.7 0.8 0.291
H -0.18595 3.97934 -1.53998 0.1 0.3 0.0 -0.299
H 0.31865 2.99108 -2.73153 0.2 0.0 -0.1 -0.461
C 2.83349 1.14051 -1.91035 0.6 -0.8 0.6 0.626
C 2.85840 0.25006 -3.13707 -0.4 0.0 -1.0 0.401
C 2.05862 -1.03740 -3.01050 -1.0 0.1 -0.7 -0.505
O 2.18128 -1.83622 -4.26429 -0.7 1.1 1.9 -0.488
C 1.02358 -2.64204 -4.58249 1.4 -0.2 0.7 -0.681
N 2.21349 1.02004 -4.20870 -0.1 0.5 -0.3 -0.310
H 3.38002 0.67045 -1.09277 -0.3 -0.4 0.4 0.147
H 1.79602 1.31872 -1.62753 0.1 0.2 0.1 -0.487
H 3.40774 2.05887 -2.03260 -0.4 0.2 -0.5 -0.516
H 3.87873 -0.05797 -3.36542 0.3 0.2 -0.3 0.318
H 1.02752 -0.73047 -2.83524 -0.5 0.1 -0.7 -0.074
H 2.19644 -1.52598 -2.04593 1.0 -0.9 -0.3 0.327
H 0.16489 -2.13956 -5.02774 0.2 0.5 -0.1 0.250
H 0.68383 -3.13251 -3.67028 -0.1 -0.2 0.0 0.255
H 1.44156 -3.38334 -5.26357 -0.5 -0.1 0.0 0.347
H 2.81828 1.47146 -4.87993 0.2 -0.1 0.2 0.215
H 1.49673 0.52794 -4.72270 0.3 -0.3 0.0 0.184
C -6.79581 -3.12553 0.71841 -0.8 0.1 1.0 -1.337
C -6.85956 -4.22271 1.80642 -0.7 0.6 -1.9 0.432
C -7.28348 -5.57863 1.13947 -0.5 1.1 0.4 -0.877
O -7.35493 -6.51869 2.16001 -1.3 -0.3 2.3 -0.372
C -8.16779 -7.61751 1.88400 1.0 -1.6 -1.1 -0.856
N -5.56596 -4.41544 2.36801 1.1 -0.8 -0.1 -0.432
H -6.12140 -2.32565 1.02412 0.2 -0.1 0.0 0.172
H -7.78381 -2.66997 0.65185 -0.1 0.0 -0.5 0.527
H -6.46085 -3.50615 -0.24649 -0.1 0.0 0.1 0.282
H -7.44594 -3.93467 2.67894 -1.0 -0.2 -0.5 0.562
H -6.50771 -5.98391 0.48983 0.2 0.7 -0.7 0.181
H -8.23702 -5.48949 0.61898 -0.1 0.0 -0.2 0.541
H -9.21243 -7.48961 1.60036 0.0 0.8 0.0 0.297
H -8.15746 -8.41487 2.62711 0.2 0.7 0.8 0.283
H -7.64291 -8.11408 1.06790 -0.4 -0.4 -0.7 0.334
H -5.70057 -5.41212 2.46080 1.5 -0.6 1.4 0.427
H -4.98643 -4.37784 1.54167 0.8 -0.1 -0.1 -0.332